one | ORCA calculation (ωB97M-V/def2-TZVPD) on a cluster of 3 separate species, CH3F3N2O in total.

Values from the calculation:
E_HOMO: -11.38 eV
M: 116.0 g mol⁻¹
frontier orbital gap: 10.987 eV
SMILES: F/N=N\F.C=O.F
LUMO level: -0.4 eV

Cartesian coordinates (Å):
F  1.9355  0.8982  -0.1660
N  1.7081  -0.4760  -0.5598
N  1.4690  -1.2858  0.2302
F  1.4203  -1.0674  1.5901
C  -1.2095  0.7252  0.8956
O  -1.1190  0.0873  -0.1225
H  -0.2789  1.1009  1.3216
H  -2.1501  1.2822  1.0379
F  -0.9275  -0.7905  -2.5708
H  -0.8479  -0.4741  -1.6563

Atom charges from the Löwdin analysis, given in e for atoms 1 to 2: F -0.07; N 0.08

***

two | ORCA calculation (ωB97M-V/def2-TZVPD) on an isolated molecule of CH3F3N2O.

Values from the calculation:
E_HOMO: -10.72 eV
M: 116.0 g mol⁻¹
frontier orbital gap: 10.782 eV
SMILES: CON(F)N(F)F
LUMO level: 0.1 eV

Cartesian coordinates (Å):
C  -0.0279  0.0444  0.3534
O  -1.3536  -0.5487  0.3562
N  -2.2061  0.1351  -0.2094
F  -2.2549  1.4622  0.6418
N  -3.3578  -0.3943  -0.4609
F  -4.0430  -1.0055  0.7490
F  -4.3422  0.4063  -0.8918
H  0.5535  -0.4689  1.0812
H  -0.0981  1.0468  0.6863
H  0.5030  -0.1023  -0.6324

Atom charges from the Löwdin analysis, given in e for atoms 1 to 2: C 0.02; O -0.05

***

Of all the structures shown, which is most stable? one, and two is the least stable.